ORCA calculation (wB97M-V/def2-TZVPD) on C20H51FeO15 as an isolated structure at a distorted geometry.

Structure (XYZ):
```
87
Properties=species:S:1:pos:R:3:forces:R:3
Fe -0.75738 7.76544 -16.37955 -1.904 2.321 -2.111
C -3.77937 10.69127 -15.19389 0.322 0.693 0.368
C -3.04776 9.75805 -16.13826 -1.022 -1.658 0.633
O -1.71207 9.53973 -15.80316 0.911 -0.307 0.344
H -3.68418 10.41392 -14.13958 0.378 -0.244 -0.091
H -4.86307 10.69560 -15.33885 0.041 0.199 -0.515
H -3.36057 11.69794 -15.29723 -0.321 0.135 0.085
H -3.22567 10.04361 -17.18299 0.363 0.239 -0.046
H -3.59065 8.80204 -16.01565 -0.013 -0.074 -0.381
C -0.59677 8.60012 -20.61810 0.307 -0.175 4.240
C -0.86156 8.24140 -19.27180 -0.923 -0.505 -1.770
C -1.95420 7.16734 -18.93789 -0.637 0.753 -3.432
O -2.13215 6.95009 -17.70036 0.504 -0.752 2.568
C -2.73990 6.67118 -20.00255 2.226 0.745 4.150
C -2.46621 7.12109 -21.29315 -2.227 -2.222 -2.448
C -1.31288 8.01665 -21.64271 1.255 1.098 -2.791
O -0.96577 8.25685 -22.82258 -1.162 -0.823 0.776
O -3.21752 6.63265 -22.16581 1.104 1.191 -0.163
O -0.30577 8.74104 -18.25468 0.915 -0.383 1.128
H 0.24061 9.27002 -20.74319 -0.081 0.100 -0.494
H -3.48358 5.90789 -19.83440 -0.196 0.099 -0.086
C -0.65795 11.81409 -11.39023 -0.621 0.378 -0.296
C -1.35208 11.37359 -12.66842 -0.263 -0.610 0.178
O -0.78343 10.17929 -13.19346 0.350 0.327 -0.226
H -0.79162 11.10669 -10.57358 0.302 -0.220 -0.134
H -1.15993 12.73053 -11.06586 0.106 0.074 0.029
H 0.38556 12.06342 -11.57677 0.091 -0.226 0.140
H -1.33580 12.19032 -13.39982 0.103 -0.057 -0.082
H -2.40264 11.12799 -12.47464 -0.068 0.464 0.235
H -1.24203 10.00662 -14.04579 0.126 -0.212 -0.180
C -3.02469 14.97633 -15.32659 0.872 -0.105 1.016
C -3.68506 14.63398 -14.00143 -1.194 -0.473 -0.540
O -4.55611 15.64576 -13.50442 0.142 0.345 0.247
H -2.20871 15.66358 -15.07960 -0.107 0.304 -0.485
H -3.70550 15.39026 -16.06361 -0.043 0.003 0.040
H -2.52505 14.08264 -15.70739 -0.149 -0.005 -0.228
H -2.96258 14.30051 -13.25070 0.095 0.151 -0.007
H -4.39340 13.81433 -14.15692 0.257 -0.200 0.036
H -4.06263 16.42849 -13.23928 0.136 -0.088 -0.108
C -5.65058 12.89055 -17.70548 -0.152 -1.137 -0.360
C -6.90422 12.03184 -17.64761 0.130 0.075 0.279
O -8.02272 12.89615 -17.43032 -0.085 -0.337 0.338
H -5.52353 13.45563 -16.78367 -0.206 0.248 -0.116
H -5.65368 13.50238 -18.60454 0.174 0.239 0.165
H -4.82162 12.17747 -17.73801 0.223 0.238 -0.245
H -6.73553 11.30682 -16.83558 -0.427 0.184 0.283
H -7.10675 11.40674 -18.52292 0.434 0.268 -0.285
H -8.79811 12.33414 -17.33122 -0.042 0.150 -0.062
C -4.56550 9.47458 -20.07560 0.056 0.180 1.023
C -5.62370 8.84715 -19.18346 0.098 -0.218 -0.663
O -6.88521 8.93899 -19.86230 -0.078 0.040 0.337
H -3.63285 9.32699 -19.52664 0.253 0.021 -0.386
H -4.67752 10.55027 -20.20826 -0.280 0.067 -0.047
H -4.52183 8.98334 -21.04413 0.020 -0.083 0.037
H -5.67943 9.28373 -18.17794 0.023 0.442 -0.084
H -5.32874 7.81150 -19.00603 -0.226 -0.154 -0.202
H -7.51105 8.34569 -19.43646 0.075 -0.067 -0.035
C -7.58296 11.75412 -13.01250 0.727 0.675 0.828
C -8.30015 10.46332 -12.83392 -0.066 -1.143 -0.497
O -7.74817 9.71693 -11.74249 -0.185 0.232 -0.155
H -6.51435 11.59179 -13.17939 -0.120 -0.232 -0.491
H -7.54396 12.33742 -12.08708 -0.561 0.092 -0.062
H -8.01287 12.34447 -13.81945 0.086 0.036 -0.005
H -8.15910 9.88150 -13.75825 -0.066 -0.039 0.017
H -9.38607 10.53811 -12.71334 0.058 0.444 0.134
H -8.30669 8.93839 -11.65500 0.178 -0.066 0.153
C -1.91282 12.74289 -21.01737 0.220 0.501 0.264
C -1.68402 12.16420 -19.64047 0.752 0.025 0.488
O -1.22137 13.20472 -18.76702 -0.308 0.126 -0.042
H -2.36747 13.72368 -20.84937 -0.303 -0.118 -0.349
H -2.50555 12.10512 -21.66624 -0.248 -0.035 0.106
H -0.97166 12.92632 -21.53832 0.101 -0.049 0.139
H -0.88501 11.41584 -19.66633 -0.412 -0.369 -0.078
H -2.59435 11.74907 -19.19508 -0.044 -0.238 -0.337
H -1.04926 12.78394 -17.90838 0.277 0.240 -0.219
O 1.05256 8.64742 -15.78749 0.766 -0.180 0.423
H 1.79450 8.67297 -16.40691 -0.383 0.070 -0.235
H 1.35836 9.09844 -14.98854 -0.415 -0.092 0.054
O -6.57943 7.58893 -15.23091 -0.164 0.347 0.110
H -7.10264 8.20259 -15.76202 0.058 -0.056 0.053
H -6.15907 8.14322 -14.56067 0.014 -0.077 -0.072
O -5.13980 6.11277 -17.18268 0.049 0.238 0.128
H -4.23222 6.41614 -17.33267 0.099 -0.084 -0.077
H -5.52021 6.76467 -16.56938 0.138 -0.356 -0.070
O -0.14261 11.87265 -16.51890 -0.205 -0.467 0.237
H 0.38225 11.93537 -15.71649 -0.029 0.152 0.017
H -0.64798 11.03430 -16.39456 0.016 -0.013 -0.034
```
Positions in Å, forces in eV/Å.

- E_HOMO (alpha / beta) (eV) = -4.6427 / -4.6177
- spin multiplicity = 5
- strongest force on any atom (eV/Å) = 4.77
- E (Eh) = -3184.95065
- lowest unoccupied orbital energy (alpha / beta) (eV) = 1.25 / 1.16
- HOMO-LUMO gap (alpha / beta) (eV) = 5.89 / 5.78
- total charge = -1

Mulliken population analysis, charges in e, atoms 1 to 8: atom 1 (Fe): 0.66, atom 2 (C): -0.95, atom 3 (C): 0.56, atom 4 (O): 0.17, atom 5 (H): 0.37, atom 6 (H): 0.09, atom 7 (H): -0.12, atom 8 (H): -0.28